No. 1
The following is a DFT calculation (ωB97M-V/def2-TZVPD) of C21H22N2O3S in the gas phase.

- energy (hartree) = -1546.88975
- maximum force (eV/Å) = 0.76
- frontier orbital gap (eV) = 8.345
- net charge = 0

Each line ends with the natural charge from an NBO analysis.
Cartesian coordinates (Å):
C -1.5241 4.7258 -0.0356  -0.64
C -0.1180 4.2475 0.1723  -0.07
C 0.8915 5.1202 0.5262  -0.18
C 2.1991 4.6825 0.7279  -0.24
C 2.5121 3.3535 0.5813  -0.16
C 1.5179 2.4342 0.2268  -0.14
C 0.2030 2.8881 0.0175  0.26
N -0.7443 1.9685 -0.3391  -0.58
C -0.5632 0.6100 -0.4653  0.64
O -1.5013 -0.0887 -0.8058  -0.64
C 0.7914 0.1427 -0.1726  -0.11
C 1.7671 1.0342 0.1129  -0.11
H 2.7740 0.6888 0.3049  0.21
C 1.0530 -1.3357 -0.2355  -0.25
N 0.1241 -2.1358 0.5428  -0.41
C -0.3497 -1.7980 1.7635  0.65
O -1.1973 -2.4443 2.3527  -0.61
C 0.2785 -0.6099 2.4026  -0.28
C 1.5562 -0.4955 2.8635  -0.25
C 1.7987 0.7324 3.5163  -0.27
C 0.6972 1.5239 3.5552  -0.41
S -0.6642 0.7773 2.8172  0.48
H 0.5962 2.5044 3.9755  0.24
H 2.7496 1.0083 3.9354  0.23
H 2.2981 -1.2646 2.7412  0.22
C -0.3318 -3.3745 -0.0539  -0.23
H -0.9773 -3.8522 0.6858  0.25
H 0.5335 -4.0145 -0.2608  0.20
C -1.1130 -3.1717 -1.3493  0.06
C -2.0118 -4.3634 -1.7163  -0.42
H -2.9992 -4.2670 -1.2728  0.22
C -2.0398 -4.3284 -3.2513  -0.43
H -1.7756 -5.2966 -3.6730  0.21
C -0.9831 -3.2633 -3.6067  -0.07
H -1.4737 -2.3222 -3.8943  0.16
O -0.2112 -3.0595 -2.4473  -0.54
H -0.3061 -3.5708 -4.4052  0.19
H -3.0176 -4.0423 -3.6337  0.21
H -1.5558 -5.2877 -1.3602  0.20
H -1.7096 -2.2526 -1.2748  0.22
H 0.9394 -1.6683 -1.2725  0.26
H 2.0853 -1.5356 0.0807  0.19
H -1.6900 2.2874 -0.5094  0.42
H 3.5190 2.9995 0.7423  0.21
H 2.9618 5.3946 1.0035  0.22
H 0.6610 6.1681 0.6510  0.21
H -1.5878 5.7960 0.1412  0.23
H -1.8551 4.5301 -1.0559  0.22
H -2.2074 4.2254 0.6509  0.22

***

No. 2
The following is a DFT calculation (ωB97M-V/def2-TZVPD) of C21H22N2O3S2 in the gas phase in a non-equilibrium geometry.

- energy (hartree) = -1944.88494
- maximum force (eV/Å) = 4.23
- frontier orbital gap (eV) = 7.161
- net charge = 0

Each line ends with the natural charge from an NBO analysis.
Cartesian coordinates (Å):
S -0.1275 -1.0636 -2.2851  -0.11
O 1.3007 -5.3343 -0.2276  -0.52
O 1.7039 5.0331 -3.0588  -0.54
O 3.0393 2.8197 -1.9041  -0.52
S -2.3196 1.2401 0.3132  0.57
C -0.7686 -0.3434 -0.9554  0.08
C -1.1510 -1.0589 0.2320  -0.17
C -1.8806 -0.2307 1.0630  -0.11
C 0.0323 -4.8895 1.8020  -0.21
C -0.3396 4.1236 -2.4474  -0.20
C -0.1151 -3.4423 -0.0516  -0.20
C -1.1900 3.1487 -2.0487  -0.25
C 0.9067 1.8598 -1.4905  -0.25
C -0.8255 -4.0363 2.3997  -0.26
C 0.4415 -4.5663 0.5300  0.23
C 0.9912 3.9428 -2.5654  0.22
C 1.7094 2.8275 -2.0243  0.27
C -0.7702 -2.4092 0.6891  -0.04
C -0.5464 1.9584 -1.5491  0.15
C -1.1584 -2.8215 1.9162  0.17
N -1.3100 0.9608 -1.0344  -0.56
N -1.8806 -1.9636 2.6887  -0.61
C 2.6467 -5.4094 0.2180  -0.23
C 2.0751 6.0554 -2.0089  -0.26
C 3.7659 2.2141 -3.0352  -0.26
C -1.9937 0.3676 3.5612  -0.61
C -3.9676 -0.6205 2.3679  -0.63
C -2.4319 -0.6689 2.4598  0.11
H 0.4052 -5.7377 2.3093  0.21
H -0.8140 5.0037 -2.9472  0.22
H 0.0776 -3.3679 -1.0919  0.24
H -2.2937 3.1785 -2.0355  0.23
H 1.4077 1.0265 -0.9246  0.24
H -1.2244 -4.2749 3.3314  0.20
H -1.8326 -2.2815 3.6759  0.38
H 3.0656 -4.4969 0.0260  0.17
H 2.7222 -5.7471 1.2019  0.17
H 3.1726 -6.1447 -0.3516  0.19
H 2.3749 7.0245 -2.4685  0.20
H 1.1539 6.2941 -1.3706  0.18
H 2.8890 5.6931 -1.3354  0.19
H 3.7132 2.9072 -3.8758  0.19
H 3.3642 1.1851 -3.3233  0.20
H 4.8648 2.1880 -2.8965  0.20
H -2.1972 1.3893 3.2266  0.22
H -0.9574 0.1426 3.8437  0.22
H -2.5115 0.1672 4.4603  0.21
H -4.4484 -1.0967 3.2335  0.22
H -4.3442 0.3951 2.2218  0.21
H -4.4240 -1.1407 1.5361  0.22

***

No. 3
The following is a DFT calculation (ωB97M-V/def2-TZVPD) of C21H22N4O3 in the gas phase in a non-equilibrium geometry.

- energy (hartree) = -1258.15779
- maximum force (eV/Å) = 2.51
- frontier orbital gap (eV) = 9.257
- net charge = 0

Each line ends with the natural charge from an NBO analysis.
Cartesian coordinates (Å):
O 3.5438 -0.6340 1.2470  -0.62
N 1.8969 2.1273 4.2895  -0.28
N 3.2857 3.8901 3.8577  -0.46
O -4.7995 0.6899 0.2306  -0.50
O -3.6741 -1.7906 -0.6470  -0.50
C 2.7568 -0.1253 2.0402  0.67
C 2.0459 3.4249 4.3826  0.12
C 3.7891 2.8096 3.3533  0.17
C 1.0174 -3.2637 -3.7383  -0.22
C -0.2357 -2.6126 -3.6861  -0.23
C 2.1778 -2.7256 -3.2144  -0.22
C -2.6655 1.4274 0.9253  -0.24
C -0.2570 -1.3356 -3.1806  -0.16
C 2.1092 -1.4352 -2.6988  -0.21
C -1.2549 1.2987 0.9446  -0.23
C -1.5202 -0.9218 -0.0220  -0.26
C -3.4502 0.4115 0.4108  0.21
C -2.9141 -0.8066 -0.0280  0.29
C 0.8987 -0.6955 -2.6920  -0.05
C -0.6511 0.1109 0.4653  -0.02
N 2.9731 1.7318 3.6342  -0.20
N 1.4623 0.2161 1.6354  -0.63
C 3.2992 0.3431 3.4028  -0.31
C -5.4611 -0.0912 -0.7486  -0.09
C -5.0936 -1.5698 -0.5626  -0.10
C 0.8225 0.7474 -2.1935  -0.42
C 0.8873 -0.0323 0.3105  -0.06
C 1.4543 0.8939 -0.7749  -0.40
H 1.2903 4.0694 4.7967  0.20
H 4.7169 2.7969 2.7667  0.22
H 0.9731 -4.2678 -4.1624  0.21
H -1.1490 -3.1054 -4.0353  0.22
H 3.1835 -3.2480 -3.2539  0.22
H -3.0447 2.3684 1.3108  0.23
H -1.2009 -0.8057 -3.2312  0.20
H 3.0283 -1.0300 -2.2331  0.22
H -0.6484 2.0923 1.3399  0.21
H -1.0394 -1.8435 -0.3767  0.23
H 0.8422 0.7105 2.2668  0.41
H 4.3858 0.1452 3.3596  0.25
H 2.8495 -0.3020 4.2057  0.24
H -6.5432 0.0553 -0.5878  0.21
H -5.1569 0.2779 -1.7345  0.18
H -5.4287 -1.9540 0.3816  0.19
H -5.5421 -2.1455 -1.3782  0.20
H -0.2141 1.1167 -2.1652  0.22
H 1.3444 1.3853 -2.9285  0.22
H 1.0995 -1.0808 0.0388  0.22
H 2.5141 0.7467 -0.8522  0.22
H 1.2965 1.9351 -0.4708  0.21

***

No. 4
The following is a DFT calculation (ωB97M-V/def2-TZVPD) of a molecular structure, C21H22N4PdS2SbSe4 in a non-equilibrium geometry.

- multiplicity = 3
- expectation value of S² = 2.021
- energy (hartree) = -11802.73026
- maximum force (eV/Å) = 9.79
- frontier orbital gap (spin up / spin down) (eV) = 5.796 / 4.852
- net charge = -1

Each line ends with the natural charge from an NBO analysis.
Cartesian coordinates (Å):
Pd -0.0196 -0.1987 0.1205  0.42
S -2.1198 0.1307 0.0914  0.09
C -2.7265 -0.5793 1.5152  -0.05
N -4.0834 -0.5802 1.7252  -0.41
C -4.5535 -1.5111 2.7125  -0.22
C -3.7021 -1.3691 3.9783  -0.22
N -2.3089 -1.5635 3.6690  -0.41
C -1.5389 -2.4717 4.4870  -0.26
C -2.0192 -3.8906 4.3380  0.05
C -2.0083 -4.4986 3.0867  -0.24
C -2.5037 -5.7780 2.9226  -0.19
C -3.0171 -6.4625 4.0120  -0.22
C -3.0151 -5.8687 5.2632  -0.21
C -2.5257 -4.5863 5.4256  -0.25
C -1.8578 -1.1549 2.4326  0.01
S -0.1796 -1.2981 2.1147  -0.18
C -5.0215 0.1308 0.8823  -0.25
C -5.9449 -0.7987 0.1355  0.05
C -5.4781 -1.5680 -0.9237  -0.23
C -6.3174 -2.4687 -1.5588  -0.19
C -7.6308 -2.6009 -1.1393  -0.22
C -8.1107 -1.8173 -0.1047  -0.21
C -7.2697 -0.9219 0.5323  -0.25
H -4.4681 -2.5517 2.3487  0.20
H -5.6014 -1.2951 2.9242  0.21
H -4.0062 -2.1223 4.7088  0.21
H -3.8492 -0.3654 4.4104  0.19
H -1.6058 -2.1427 5.5306  0.20
H -0.4876 -2.4040 4.1831  0.25
H -1.6038 -3.9671 2.2356  0.24
H -2.4874 -6.2494 1.9498  0.21
H -3.4118 -7.4615 3.8921  0.21
H -3.3962 -6.4055 6.1188  0.21
H -2.5300 -4.1253 6.4051  0.21
H -4.4636 0.7439 0.1671  0.26
H -5.6045 0.8167 1.5143  0.19
H -4.4575 -1.4615 -1.2664  0.24
H -5.9515 -3.0618 -2.3849  0.21
H -8.2887 -3.3093 -1.6250  0.21
H -9.1415 -1.8985 0.2093  0.21
H -7.6499 -0.3086 1.3393  0.20
N 2.7833 0.1626 -1.1514  -0.32
C 4.0750 -0.1749 -1.1127  -0.01
C 4.2478 -0.9698 0.0012  -0.36
C 2.9846 -1.0640 0.5871  -0.02
N 2.1017 -0.3725 -0.1270  -0.31
H 2.2943 0.7414 -1.8481  0.48
H 4.7536 0.1647 -1.8693  0.23
H 5.1496 -1.4281 0.3517  0.22
H 2.6939 -1.5970 1.4769  0.22
Se -0.7069 0.6936 -5.7547  -0.30
Sb -0.0111 1.9670 -3.7995  1.05
Se -0.2743 0.8002 -1.6389  -0.71
Se 2.3444 2.4471 -4.2932  -0.72
Se -1.1454 4.1214 -3.8992  -0.69

***

Q: Look up the energy of the fourth one.
A: -11802.73026 hartree